1.
25
Properties=species:S:1:pos:R:3:forces:R:3:mulliken_charge:R:1 method="wB97M-V/def2-TZVPD" total_charge=+1 e_tot_ev=-17063.539 s_squared=2.06 homo_energy_ev="-11.8 / -13.5" multiplicity=3 orbital_gap_ev="8.06 / 6.89" de_lowest_kcal_mol=0.0
C -3.309 0.592 0.149 -0.52 -0.23 0.04 0.412
C -2.639 -1.814 -0.095 -0.43 0.30 0.12 -0.009
C 2.806 -2.132 0.223 -0.07 0.00 -0.02 -0.420
C 1.666 -2.627 -0.403 -0.06 0.05 0.03 -0.805
C 2.785 -0.869 0.811 0.05 0.12 0.00 -0.698
C 0.511 -1.880 -0.442 -0.02 -0.03 -0.03 -0.503
C 1.653 -0.094 0.762 0.08 -0.13 -0.01 -0.407
C 0.475 -0.587 0.135 0.07 0.24 0.24 1.372
C -2.453 -0.467 0.054 4.81 1.51 -0.10 0.278
C -0.673 0.201 0.109 -3.73 -1.87 -0.56 -0.474
C 0.220 2.546 -0.275 0.59 0.72 -0.64 -0.485
C -1.155 2.494 -0.795 -0.10 0.77 -0.85 -0.316
N -3.877 1.593 0.242 -0.32 0.47 0.07 -0.440
N -2.798 -2.949 -0.222 -0.02 -0.68 -0.07 -0.355
N -0.745 1.606 0.307 -0.39 -0.69 1.28 0.118
H 3.707 -2.724 0.255 0.06 -0.06 0.01 0.421
H 1.686 -3.602 -0.864 -0.02 -0.09 -0.04 0.429
H 3.662 -0.496 1.318 0.08 0.03 0.03 0.413
H -0.362 -2.258 -0.945 -0.03 -0.09 -0.06 0.407
H 1.645 0.864 1.260 0.01 0.10 0.04 0.439
H 1.015 2.099 -0.858 -0.14 -0.19 0.12 0.359
H 0.533 3.369 0.357 -0.18 -0.15 0.12 0.287
H -1.877 3.265 -0.558 0.09 -0.10 0.26 0.333
H -1.338 2.001 -1.743 0.09 -0.20 0.20 0.229
H -1.135 1.868 1.218 0.10 0.19 -0.17 0.412



2.
28
Properties=species:S:1:pos:R:3:forces:R:3:mulliken_charge:R:1 method="wB97M-V/def2-TZVPD" total_charge=-1 e_tot_ev=-89238.527 homo_energy_ev=-4.4 orbital_gap_ev=7.61
C -0.258 0.380 -3.000 0.51 -0.09 -0.38 -0.961
C 1.188 0.280 -2.514 -0.24 0.28 -0.03 -0.979
Sb 1.503 0.649 -0.361 -0.09 -0.18 -0.92 0.739
C 1.991 0.952 1.864 0.35 0.57 0.95 -1.220
C 0.877 1.385 2.660 0.16 -0.32 -0.74 0.639
O 0.071 0.739 3.220 -0.85 -0.38 0.84 -0.489
Br 0.546 3.369 2.590 0.08 0.48 0.02 -0.333
C -0.339 -0.424 0.248 0.13 -0.18 0.07 -0.216
C -1.570 0.210 0.362 -0.29 -0.12 0.11 -0.059
C -2.710 -0.483 0.761 0.08 -0.36 0.01 -0.514
C -2.643 -1.845 1.053 0.54 0.43 -0.15 -0.385
C -1.411 -2.486 0.950 -0.22 0.10 -0.03 -0.468
C -0.279 -1.781 0.550 -0.32 -0.07 0.05 -0.405
H -0.947 -0.216 -2.412 -0.15 0.00 0.16 0.261
H -0.569 1.420 -3.014 -0.26 0.14 0.24 0.264
H -0.323 0.038 -4.036 -0.13 -0.08 -0.11 0.369
H 1.772 1.037 -3.038 0.18 0.11 0.02 0.376
H 1.628 -0.680 -2.775 0.02 -0.24 0.14 0.380
H 0.563 2.136 -0.396 -0.01 -0.02 0.03 -0.075
H 2.998 1.521 -0.710 0.03 -0.02 0.09 -0.217
H 2.377 -0.896 -0.226 -0.01 0.05 0.17 -0.135
H 2.803 1.665 1.942 0.18 0.08 -0.34 0.438
H 2.275 -0.019 2.251 0.12 -0.31 -0.18 0.389
H -1.674 1.268 0.152 0.18 0.14 -0.05 0.335
H -3.658 0.028 0.850 -0.09 0.13 -0.01 0.354
H -3.521 -2.384 1.368 -0.18 -0.11 0.06 0.346
H -1.349 -3.541 1.183 0.09 -0.12 0.01 0.329
H 0.659 -2.320 0.478 0.17 0.08 -0.04 0.237



3.
13
Properties=species:S:1:pos:R:3:forces:R:3:mulliken_charge:R:1 method="wB97M-V/def2-TZVPD" total_charge=0 e_tot_ev=-9271.335 homo_energy_ev=-9.4 orbital_gap_ev=10.09 smiles="c1cn[nH]c1.C=O" de_lowest_kcal_mol=50.0
C -0.173 -1.134 0.273 -0.56 -0.48 -0.32 -0.371
C -1.471 -1.587 -0.140 -0.21 -0.20 -1.23 -0.270
N -2.419 -0.722 0.221 0.81 -0.29 -0.26 -0.771
N -1.742 0.252 0.839 0.02 0.14 0.23 0.317
C -0.405 0.066 0.897 -0.17 -0.32 0.00 -0.364
H 0.777 -1.633 0.164 -0.09 0.06 -0.10 0.396
H -1.771 -2.385 -0.891 0.61 0.82 1.53 0.355
H -2.253 1.017 1.217 -0.23 0.36 0.19 0.216
H 0.275 0.776 1.349 -0.19 -0.12 -0.05 0.493
C 2.283 1.349 -0.987 0.29 -0.23 0.24 -0.072
O 2.267 1.665 0.177 -0.10 -0.09 -0.62 -0.393
H 3.085 1.676 -1.673 -0.01 0.19 0.11 0.265
H 1.547 0.660 -1.446 -0.15 0.15 0.28 0.198



4.
70
Properties=species:S:1:pos:R:3:forces:R:3:mulliken_charge:R:1 method="wB97M-V/def2-TZVPD" total_charge=0 e_tot_ev=-49803.705 homo_energy_ev=-8.9 orbital_gap_ev=9.51 smiles="CC(C)COC(=O)OCN1C(=O)CN(CCN2CC(=O)N(COC(=O)OCC(C)C)C(=O)C2)CC1=O" de_lowest_kcal_mol=0.2
C -4.252 1.397 1.513 0.08 -0.24 -0.10 -1.309
C -4.098 -0.119 1.456 0.23 0.09 0.17 1.690
C -5.326 -0.816 2.035 0.30 0.05 -0.14 -1.750
C -2.857 -0.576 2.228 -0.60 -0.22 0.15 -1.345
O -1.653 -0.163 1.567 0.20 -0.06 -0.35 0.063
C -0.989 0.856 2.071 0.38 0.17 -0.08 0.557
O -1.223 1.467 3.072 -0.16 0.24 0.38 -0.594
O 0.050 1.106 1.249 -0.15 -0.38 -0.25 0.334
C 0.975 2.101 1.653 -0.02 0.57 0.53 -1.321
N 2.274 1.687 1.175 -0.63 0.13 0.13 0.387
C 3.072 0.934 2.032 0.36 -0.08 0.06 0.746
O 2.741 0.716 3.169 -0.01 -0.08 0.10 -0.596
C 4.376 0.459 1.422 0.20 -0.14 0.00 -0.860
N 4.280 0.119 0.023 -0.06 0.26 0.04 0.215
C 3.682 -1.166 -0.271 -0.17 -0.19 0.05 -1.846
C 2.210 -1.372 0.137 0.33 0.08 -0.03 0.697
N 1.900 -2.797 0.103 -0.14 -0.07 0.02 0.098
C 1.757 -3.333 -1.231 0.25 -0.05 -0.04 -0.924
C 0.500 -2.877 -1.948 0.29 -0.12 0.02 1.001
O 0.421 -2.754 -3.142 0.15 -0.01 -0.14 -0.633
N -0.599 -2.683 -1.115 -0.55 0.17 -0.06 0.288
C -1.839 -2.247 -1.724 0.03 -0.47 -0.44 -0.961
O -2.246 -0.953 -1.336 -0.13 0.47 0.21 -0.177
C -1.365 0.062 -1.429 -0.26 -0.25 0.00 0.607
O -0.198 -0.054 -1.676 0.34 0.08 -0.27 -0.668
O -2.024 1.181 -1.198 -0.45 -0.11 0.00 -0.305
C -1.300 2.412 -1.283 0.31 0.48 -0.22 -0.089
C -1.609 3.165 -2.580 0.09 -0.23 0.15 0.704
C -0.942 4.536 -2.511 -0.20 -0.23 0.07 -1.561
C -1.110 2.382 -3.790 -0.18 0.06 0.19 -1.357
C -0.608 -2.964 0.247 0.28 -0.22 0.00 0.895
O -1.643 -3.068 0.853 -0.14 0.03 0.13 -0.674
C 0.751 -3.184 0.888 0.09 -0.15 0.25 -0.989
C 3.780 1.242 -0.731 0.28 0.06 -0.21 -1.116
C 2.564 1.945 -0.163 0.32 -0.04 -0.11 0.890
O 1.897 2.716 -0.805 -0.02 0.06 -0.19 -0.598
H -3.404 1.883 1.039 0.07 0.15 -0.04 0.006
H -5.153 1.703 0.987 -0.09 0.09 -0.07 0.451
H -4.316 1.738 2.545 -0.02 0.07 0.12 0.352
H -3.964 -0.421 0.413 -0.01 -0.03 0.06 -0.123
H -5.462 -0.541 3.079 -0.08 0.02 0.16 0.359
H -6.217 -0.523 1.484 -0.12 0.01 -0.02 0.419
H -5.220 -1.896 1.973 -0.06 -0.16 0.03 0.409
H -2.858 -0.173 3.245 -0.01 -0.08 -0.11 0.493
H -2.805 -1.666 2.248 0.02 0.18 0.04 0.345
H 0.715 3.058 1.187 0.05 -0.28 0.10 0.300
H 0.988 2.182 2.745 0.04 -0.02 -0.36 0.562
H 4.734 -0.399 1.994 -0.08 0.12 0.04 0.326
H 5.110 1.268 1.531 -0.05 -0.04 0.09 0.376
H 3.795 -1.315 -1.347 0.03 -0.09 0.01 0.538
H 4.280 -1.926 0.239 -0.06 -0.03 -0.07 0.174
H 2.084 -1.052 1.174 -0.09 -0.05 -0.06 0.384
H 1.541 -0.771 -0.493 -0.01 0.01 0.12 -0.072
H 1.719 -4.428 -1.162 0.02 0.06 -0.10 0.432
H 2.617 -3.072 -1.847 -0.14 -0.06 -0.07 0.319
H -1.688 -2.291 -2.809 -0.08 0.02 0.36 0.333
H -2.657 -2.898 -1.402 0.23 0.17 -0.08 0.286
H -0.228 2.212 -1.217 -0.21 0.05 0.05 -0.337
H -1.621 3.003 -0.420 0.03 -0.08 -0.02 0.464
H -2.695 3.289 -2.656 0.02 0.01 0.02 0.335
H -1.110 5.084 -3.435 0.01 0.09 -0.08 0.445
H -1.342 5.120 -1.686 0.00 0.13 0.10 0.400
H 0.129 4.418 -2.364 0.18 0.04 0.01 0.254
H -1.309 2.934 -4.706 -0.01 0.02 -0.12 0.521
H -1.608 1.417 -3.860 0.00 -0.12 -0.08 0.272
H -0.039 2.211 -3.710 0.15 -0.04 -0.03 0.205
H 0.827 -4.259 1.104 -0.12 0.10 0.03 0.346
H 0.752 -2.664 1.849 -0.08 -0.05 -0.07 0.309
H 3.537 0.937 -1.750 -0.03 0.10 0.06 0.266
H 4.576 1.998 -0.797 -0.16 0.02 -0.06 0.353



5.
9
Properties=species:S:1:pos:R:3:forces:R:3:mulliken_charge:R:1 method="wB97M-V/def2-TZVPD" total_charge=0 e_tot_ev=-11444.915 homo_energy_ev=-8.9 orbital_gap_ev=9.71 smiles=Oc1coc(F)n1 de_lowest_kcal_mol=4.8
O 1.710 0.664 0.870 0.69 0.56 0.38 -0.491
C 0.605 0.195 0.309 -1.00 -1.01 -0.37 0.437
C 0.217 -1.111 0.286 -1.22 1.62 -1.19 -0.240
O -0.985 -1.112 -0.494 -0.42 1.52 0.09 -0.288
C -1.221 0.227 -0.783 2.24 -2.77 1.98 0.561
F -2.331 0.538 -1.337 -0.61 -0.08 -0.63 -0.203
N -0.324 1.014 -0.339 0.55 0.44 0.03 -0.528
H 1.809 1.620 0.750 -0.32 -0.26 -0.09 0.369
H 0.521 -2.035 0.738 0.09 -0.03 -0.19 0.383



6.
80
Properties=species:S:1:pos:R:3:forces:R:3:mulliken_charge:R:1 method="wB97M-V/def2-TZVPD" total_charge=+3 e_tot_ev=-87605.817 s_squared=16.02 homo_energy_ev="-15.3 / -15.3" multiplicity=8 orbital_gap_ev="3.99 / 6.53" de_lowest_kcal_mol=18.9
Gd -0.482 -0.062 -0.087 0.92 1.64 1.16 0.551
P 0.521 -2.447 -0.983 0.58 -1.95 -1.01 0.835
P 2.381 0.725 -0.593 1.74 0.40 -0.31 0.913
P -3.097 -0.978 -0.081 -2.03 -0.26 -0.35 0.983
H 0.783 2.979 -1.848 -0.52 -0.23 0.50 0.462
C -0.208 2.836 -1.392 -0.32 -0.08 -0.32 -0.737
C -0.593 3.458 -0.255 -0.25 -0.52 -0.15 -0.464
H 0.105 3.975 0.427 -0.26 -0.10 -0.72 0.273
C 0.372 -2.507 -2.814 -0.21 0.47 0.13 -1.250
C 2.187 -3.166 -0.768 0.23 0.34 0.42 -0.998
C -0.521 -3.865 -0.471 -0.20 0.22 0.27 -1.144
C 2.849 2.490 -0.360 -0.35 0.23 -0.02 -1.204
C 3.735 0.024 0.437 -0.16 -0.39 0.32 -1.263
C 3.096 0.385 -2.259 -0.42 0.01 -0.22 -1.314
C -4.207 0.446 0.285 0.47 0.29 0.32 -1.175
C -3.705 -2.219 1.115 0.38 -0.17 0.07 -1.277
C -3.685 -1.578 -1.721 0.46 -0.08 -0.07 -1.146
H -0.881 2.259 -2.073 0.06 0.91 0.67 0.304
H -1.654 3.519 0.061 0.65 -0.35 -0.24 0.304
H 0.635 -3.521 -3.152 -0.12 0.37 0.04 0.428
H 1.046 -1.764 -3.264 -0.15 -0.31 0.03 0.341
H -0.659 -2.263 -3.108 0.26 -0.17 -0.08 0.346
H 2.196 -4.151 -1.256 -0.01 0.30 0.10 0.534
H 2.415 -3.286 0.298 -0.01 -0.04 -0.33 0.187
H 2.952 -2.523 -1.216 -0.15 -0.20 0.07 0.292
H -0.088 -4.780 -0.900 -0.22 0.23 0.11 0.535
H -1.553 -3.737 -0.821 0.25 -0.13 0.03 0.306
H -0.533 -3.945 0.625 -0.01 -0.13 -0.30 0.350
H 3.769 2.726 -0.912 -0.17 -0.16 0.23 0.392
H 3.001 2.660 0.708 0.07 0.04 -0.10 0.386
H 2.062 3.167 -0.690 0.46 -0.02 0.15 0.289
H 4.707 0.094 -0.072 -0.35 0.07 0.04 0.534
H 3.536 -1.026 0.671 0.14 0.12 0.03 0.109
H 3.797 0.589 1.373 -0.04 -0.20 -0.14 0.460
H 4.096 0.838 -2.350 -0.39 -0.19 0.11 0.474
H 2.443 0.812 -3.033 0.23 -0.13 0.04 0.376
H 3.174 -0.699 -2.428 0.02 0.34 -0.02 0.311
H -5.162 0.282 -0.241 0.36 0.21 0.25 0.443
H -3.751 1.401 -0.030 -0.44 -0.37 -0.03 0.316
H -4.362 0.490 1.375 -0.07 -0.05 -0.38 0.461
H -4.758 -2.459 0.887 0.45 0.07 0.10 0.426
H -3.624 -1.808 2.131 -0.11 -0.09 -0.25 0.352
H -3.079 -3.120 1.072 -0.36 0.10 -0.01 0.343
H -4.790 -1.503 -1.732 0.59 -0.23 -0.09 0.466
H -3.328 -2.609 -1.857 -0.39 0.14 0.07 0.383
H -3.276 -0.982 -2.558 -0.35 -0.26 0.51 0.248
C -4.288 2.505 -4.143 -0.08 2.00 -1.70 0.361
C -4.688 2.010 -5.411 0.05 0.09 0.56 -0.393
C -5.415 2.821 -6.300 0.06 -0.15 0.19 -0.493
C -5.757 4.142 -5.976 0.07 -0.39 0.31 -0.416
C -5.269 4.680 -4.780 0.02 0.01 0.18 -0.554
C -4.524 3.898 -3.891 0.21 -0.93 0.28 -0.295
S -3.778 1.472 -2.822 0.43 -0.69 0.90 -0.040
H -2.395 1.074 -2.707 -1.13 0.85 -1.05 -0.063
H -4.445 0.973 -5.655 -0.25 0.32 -0.07 0.348
H -5.756 2.399 -7.246 0.15 0.06 0.29 0.367
H -6.435 4.735 -6.617 0.67 -0.43 0.34 0.388
H -5.510 5.718 -4.526 0.22 -0.45 -0.03 0.358
H -4.132 4.308 -2.951 -0.38 -0.03 -0.45 0.336
C -1.292 0.593 4.733 -0.17 0.52 0.19 -1.133
N -0.069 -0.188 4.540 0.18 -0.26 -1.16 0.206
C 0.489 -0.820 5.734 0.59 -0.29 0.67 -0.885
C 0.379 -0.456 3.298 -0.36 -0.03 0.45 -0.331
N -0.319 -0.007 2.225 -0.21 -0.16 0.20 -0.280
N 1.551 -1.207 3.082 -0.55 0.37 -0.34 0.895
C 2.776 -0.854 3.793 0.34 0.13 0.57 -1.318
C 1.401 -2.641 2.797 -0.26 0.02 0.27 -0.845
H -1.441 0.734 5.810 0.02 0.08 -0.47 0.371
H -2.185 0.080 4.337 0.32 0.00 0.09 0.383
H -1.206 1.586 4.260 0.00 -0.29 0.23 0.402
H 0.658 -1.897 5.583 0.02 0.45 -0.03 0.269
H 1.424 -0.329 6.061 -0.44 -0.26 -0.22 0.314
H -0.228 -0.715 6.553 0.14 -0.07 -0.27 0.431
H -1.168 0.490 2.547 0.50 -0.39 -0.20 0.101
H 2.912 -1.425 4.730 -0.02 0.24 -0.37 0.390
H 3.645 -1.062 3.148 -0.39 0.06 0.19 0.353
H 2.774 0.222 4.028 0.03 -0.40 -0.08 0.428
H 0.632 -2.781 2.027 0.18 -0.05 0.16 -0.034
H 2.359 -3.054 2.450 -0.31 0.27 0.08 0.391
H 1.105 -3.214 3.695 0.10 0.14 -0.32 0.248



7.
19
Properties=species:S:1:pos:R:3:forces:R:3:mulliken_charge:R:1 method="wB97M-V/def2-TZVPD" total_charge=0 e_tot_ev=-11304.757 homo_energy_ev=-8.9 orbital_gap_ev=9.62 de_lowest_kcal_mol=72.0
H -4.094 -0.490 0.354 0.37 -0.91 -0.24 0.286
N -3.375 -1.182 0.024 -1.23 1.11 0.33 -0.611
C -2.361 -0.481 -0.233 0.72 0.06 1.25 0.037
N -2.243 0.905 -0.071 -1.36 -0.51 -0.96 -0.595
C -1.143 1.459 -0.332 1.79 2.48 -0.20 0.168
N 0.122 0.951 -0.312 0.52 -0.66 0.03 -0.161
C 1.387 1.517 0.157 -1.58 -1.43 0.97 -0.414
C 0.756 0.177 0.740 -0.86 2.28 -0.44 -0.225
C 1.208 -1.178 0.392 1.08 0.56 0.40 -0.615
N 2.190 -1.004 -0.713 0.40 -2.19 2.74 -0.670
H -1.466 -1.000 -0.518 0.53 -0.29 -0.61 0.327
H -1.067 2.539 -0.664 -0.65 -0.89 0.61 0.317
H 1.434 2.461 0.720 -0.43 -0.62 0.00 0.312
H 2.176 1.356 -0.530 0.66 -0.02 -0.44 0.303
H 0.232 0.245 1.677 -0.09 0.33 0.45 0.350
H 0.381 -1.862 0.163 -0.09 0.29 -0.10 0.271
H 1.678 -1.601 1.300 0.20 0.12 -0.58 0.428
H 2.551 -1.962 -0.643 0.49 0.52 -1.57 0.257
H 1.635 -0.848 -1.508 -0.46 -0.22 -1.62 0.234